(1)
The following is a DFT calculation (wB97M-V/def2-TZVPD) of the molecule C5H6N2 in a non-equilibrium geometry.

The geometry in XYZ format:
```
13
Properties=species:S:1:pos:R:3:forces:R:3
N -0.8497 -1.8392 2.1049 0.033 0.389 -0.975
C -0.8226 -1.3908 1.0397 -0.028 -0.344 0.801
C -0.8387 -0.8711 -0.3206 -0.322 0.070 0.227
C -0.6603 0.6290 -0.5912 -0.083 -0.543 -0.265
C -0.0427 1.5624 0.2725 -0.203 0.682 0.276
C 1.4311 -0.4336 -0.1703 0.915 -0.270 0.179
N 0.3646 -0.4996 -0.9804 -0.512 0.132 -0.387
H -1.5811 -1.3439 -0.9599 0.110 0.057 0.128
H -1.4209 0.9665 -1.3037 0.277 -0.025 0.027
H 1.0178 1.7427 0.2437 -0.092 -0.058 0.026
H -0.6460 2.3880 0.6447 0.078 -0.150 -0.022
H 2.2693 0.1749 -0.4939 -0.130 -0.067 0.080
H 1.5954 -1.2068 0.5751 -0.041 0.128 -0.095
```
Positions in Å, forces in eV/Å.

Properties
LUMO energy (alpha / beta), hartree: 0.00205 / -0.01124
Gap between HOMO and LUMO (alpha / beta), eV: 8.50 / 7.63
E_HOMO (alpha / beta), eV: -8.44 / -7.94
Calculated total energy, hartree: -303.446076
Spin multiplicity: 1

Here are the Mulliken charges for atoms 1 to 4, given in e: -0.400, 0.107, 0.081, 0.094



(2)
The following is a DFT calculation (wB97M-V/def2-TZVPD) of a structure of composition C47H46CaCl2GeIN5PS.

The geometry in XYZ format:
```
105
Properties=species:S:1:pos:R:3:forces:R:3
Ca 0.4314 -0.6247 0.1418 -0.129 0.425 -0.205
N -2.0544 3.0208 2.3295 -0.038 0.158 0.071
C -0.9559 2.8293 1.3184 -0.047 -0.023 -0.047
C 0.3768 3.1292 1.9779 0.035 0.090 0.058
C 1.5367 2.9552 0.9984 -0.011 -0.017 -0.082
N 1.7330 1.5283 0.7023 -0.042 -0.157 0.229
C 1.2850 3.7465 -0.2849 0.003 -0.030 -0.027
C -0.0845 3.4992 -0.9197 0.033 0.110 0.064
N -0.1664 2.1353 -1.4395 0.023 -0.139 -0.004
C -1.2008 3.7105 0.1083 -0.013 0.014 0.014
H -2.0347 2.2915 3.0593 0.069 -0.062 -0.007
H -2.9838 2.9688 1.9049 -0.011 -0.062 -0.005
H -1.9595 3.9198 2.8042 -0.006 0.041 -0.019
H -1.0202 1.7811 1.0307 -0.020 0.002 0.012
H 0.5277 2.5043 2.8595 -0.004 -0.055 0.032
H 0.3707 4.1716 2.3209 0.004 -0.008 0.007
H 2.4263 3.3703 1.4821 0.015 0.012 -0.026
H 2.1334 1.0514 1.5041 0.175 0.023 0.210
H 2.4351 1.4010 -0.0238 -0.039 -0.015 -0.044
H 2.0688 3.5212 -1.0150 -0.016 -0.005 0.000
H 1.3782 4.8118 -0.0597 -0.022 0.000 0.018
H -0.2245 4.2449 -1.7108 0.013 -0.009 -0.009
H 0.6292 1.9556 -2.0433 0.079 -0.038 -0.095
H -0.9875 2.0289 -2.0254 -0.008 0.001 -0.027
H -2.1702 3.4812 -0.3474 0.012 -0.002 -0.004
H -1.2157 4.7634 0.4115 -0.005 -0.006 0.000
I -2.8403 -0.0175 -1.1337 0.023 0.049 -0.185
C -3.5028 -1.2820 -2.6844 -0.017 -0.072 0.074
C -4.8486 -1.5086 -2.5826 -0.015 -0.003 0.022
C -5.5516 -2.2074 -3.5774 0.030 -0.009 -0.032
C -4.8759 -2.6214 -4.6801 -0.006 0.008 0.035
C -3.4822 -2.4067 -4.8082 -0.025 -0.021 -0.042
C -2.8674 -2.8487 -6.0031 0.018 0.014 0.008
C -1.5330 -2.6887 -6.2024 -0.018 0.002 0.038
C -0.7658 -2.1369 -5.1668 -0.017 0.001 -0.028
C -1.2950 -1.7021 -3.9727 0.051 0.009 -0.091
P 0.0296 -1.3017 -2.7422 -0.133 -0.107 0.030
C 1.0442 -0.0559 -3.6026 0.027 0.025 0.007
C 2.3342 0.1739 -3.1063 -0.021 0.035 0.033
C 3.0871 1.2314 -3.5952 -0.010 0.004 -0.013
C 2.5661 2.0748 -4.5721 0.002 -0.017 0.010
C 1.2920 1.8459 -5.0693 -0.001 0.004 -0.003
C 0.5342 0.7829 -4.5902 -0.009 0.030 0.020
C 1.0281 -2.8266 -2.7870 0.013 -0.014 -0.007
C 2.0899 -3.0547 -3.6577 -0.010 -0.020 -0.005
C 2.7694 -4.2624 -3.6247 0.017 0.026 0.004
C 2.4007 -5.2458 -2.7178 -0.003 -0.006 0.018
C 1.3516 -5.0201 -1.8383 -0.008 -0.015 0.003
C 0.6680 -3.8140 -1.8694 0.026 0.004 0.006
C -2.7187 -1.7680 -3.7781 0.023 0.004 0.044
H -5.3916 -1.1276 -1.7293 -0.001 0.001 -0.001
H -6.6132 -2.3782 -3.4670 -0.001 -0.004 0.001
H -5.3880 -3.1292 -5.4873 -0.004 0.002 -0.002
H -3.4922 -3.3149 -6.7545 0.001 -0.002 -0.003
H -1.0555 -3.0145 -7.1161 -0.004 0.005 -0.006
H 0.3051 -2.0830 -5.3131 -0.001 0.000 0.004
H 2.7400 -0.4644 -2.3233 -0.007 0.018 -0.011
H 4.0895 1.3906 -3.2168 -0.003 0.001 0.000
H 3.1580 2.8970 -4.9525 0.000 0.001 -0.002
H 0.8850 2.4891 -5.8388 0.003 0.002 -0.002
H -0.4575 0.6105 -4.9903 0.003 0.006 0.006
H 2.4021 -2.2854 -4.3540 0.006 -0.007 0.001
H 3.5999 -4.4291 -4.2981 -0.001 -0.003 -0.005
H 2.9374 -6.1852 -2.6909 0.003 0.000 0.000
H 1.0667 -5.7796 -1.1219 0.003 -0.003 0.001
H -0.1428 -3.6374 -1.1702 0.006 -0.010 -0.017
Cl 1.7015 -1.7094 2.7887 -0.010 -0.040 -0.047
C 2.8418 -2.6729 1.8770 -0.016 0.005 0.082
C 3.3482 -3.8079 2.4455 0.039 -0.003 -0.043
C 4.3047 -4.5417 1.7349 -0.016 0.000 0.028
C 4.7679 -4.0978 0.4983 0.004 0.015 -0.002
C 4.2607 -2.9442 -0.0518 0.056 0.028 -0.001
Cl 4.9113 -2.3629 -1.5386 -0.023 -0.019 -0.026
C 3.1906 -2.1763 0.5574 -0.002 0.114 -0.067
N 2.5877 -1.1810 -0.0130 0.061 -0.092 -0.054
H 3.0188 -4.1288 3.4238 -0.003 0.004 0.004
H 4.7068 -5.4487 2.1647 0.002 -0.001 -0.005
H 5.5362 -4.6478 -0.0275 0.002 0.002 -0.001
S -1.9440 -2.9479 3.3592 -0.048 0.032 0.046
C -1.4080 -2.6293 1.8515 -0.127 -0.046 0.078
N -1.0199 -2.3372 0.7881 0.000 -0.112 0.011
Ge -1.5532 -0.1423 4.0036 -0.105 -0.143 0.146
C -3.3837 0.5509 3.7797 -0.015 -0.006 -0.018
C -4.1380 1.0926 4.8237 0.024 -0.016 0.007
C -5.4204 1.5794 4.6021 -0.035 0.017 -0.038
C -5.9799 1.5260 3.3323 0.010 0.002 0.014
C -5.2607 0.9568 2.2876 0.010 0.008 0.006
C -3.9811 0.4692 2.5172 0.001 -0.045 -0.023
C -0.5399 1.2804 4.9641 0.069 0.026 -0.033
C 0.8383 1.1087 5.1299 0.024 -0.018 -0.040
C 1.6162 2.0680 5.7610 -0.001 0.021 -0.001
C 1.0305 3.2245 6.2609 -0.009 -0.012 -0.015
C -0.3390 3.4028 6.1344 0.037 0.025 0.009
C -1.1124 2.4377 5.4991 -0.126 0.015 -0.053
H -1.0320 -0.0306 2.5196 0.129 0.089 0.000
H -3.7305 1.1274 5.8278 -0.024 -0.024 -0.006
H -5.9896 1.9931 5.4244 0.006 0.001 0.009
H -6.9795 1.9042 3.1632 -0.002 -0.005 0.002
H -5.7030 0.8729 1.3020 0.009 0.001 -0.001
H -3.4451 -0.0128 1.7056 0.003 0.008 0.021
H 1.3198 0.2092 4.7641 0.001 -0.028 -0.008
H 2.6807 1.9067 5.8745 0.002 0.000 0.002
H 1.6339 3.9695 6.7622 0.002 0.002 0.001
H -0.8112 4.2871 6.5446 0.000 -0.003 0.001
H -2.1856 2.5970 5.4382 0.074 0.011 -0.008
```
Positions in Å, forces in eV/Å.

Properties
LUMO energy (alpha / beta), hartree: -0.11288 / -0.10273
Gap between HOMO and LUMO (alpha / beta), eV: 6.18 / 6.05
E_HOMO (alpha / beta), eV: -9.25 / -8.85
Calculated total energy, hartree: -6804.368962
Total charge: +1
Spin multiplicity: 1

Here are the Mulliken charges for atoms 1 to 4, given in e: 1.396, 0.340, 1.794, -0.227



(3)
The following is a DFT calculation (wB97M-V/def2-TZVPD) of a structure of composition C2H3LiO2Pd in a non-equilibrium geometry.

The geometry in XYZ format:
```
9
Properties=species:S:1:pos:R:3:forces:R:3
O -1.6595 0.4696 0.1750 -1.754 -4.946 -1.170
C -0.6217 0.3833 -0.5463 -1.519 -4.069 -0.562
C 0.3697 -0.7341 -0.3370 0.245 -0.458 -1.269
O 1.5841 -0.1485 -0.0435 0.681 -0.736 0.725
H 0.3751 -1.2775 -1.3121 0.120 -0.129 0.409
H -0.0192 -1.4375 0.4378 -0.065 0.273 -0.156
Li 2.5989 -1.2993 0.8433 -0.376 0.715 -0.392
Pd -0.4742 1.9630 0.2169 2.214 7.722 2.227
H -2.1532 2.0811 0.5659 0.456 1.629 0.188
```
Positions in Å, forces in eV/Å.

Properties
LUMO energy (alpha / beta), hartree: -0.04215 / -0.04407
Gap between HOMO and LUMO (alpha / beta), eV: 5.44 / 7.41
E_HOMO (alpha / beta), eV: -6.58 / -8.60
Calculated total energy, hartree: -363.657782
Spin multiplicity: 3

Here are the Mulliken charges for atoms 1 to 4, given in e: -0.439, 0.389, -0.213, -0.949



(4)
The following is a DFT calculation (wB97M-V/def2-TZVPD) of the ion C7H13N with charge +1 in a non-equilibrium geometry.

The geometry in XYZ format:
```
21
Properties=species:S:1:pos:R:3:forces:R:3
C 0.8127 -1.6117 -0.4941 -2.974 1.322 -0.134
C 1.4665 -0.3004 0.0115 0.664 -1.730 0.289
C 0.4338 0.5364 0.5758 -2.129 -0.057 -0.767
C 0.5608 0.8243 1.9343 0.606 0.867 2.107
C -1.9378 0.6708 0.3024 -1.808 2.506 -1.074
C -0.7596 0.8674 -0.3059 2.268 1.153 -1.017
C -0.6308 1.4707 -1.7597 0.874 -0.784 -0.307
N 0.0987 -2.2100 0.6557 0.975 0.385 -0.035
H 0.0933 -1.2886 -1.3001 0.436 -0.413 0.524
H 1.4837 -2.2371 -1.0067 1.119 -1.004 0.000
H 1.9028 0.2581 -0.7624 0.970 0.453 -1.518
H 2.2187 -0.6278 0.7283 0.083 0.535 0.086
H 1.4668 0.4009 2.4288 -0.824 0.214 -0.548
H 0.0558 1.5418 2.6649 -0.032 -1.015 -1.721
H -2.9197 1.1961 0.0079 1.506 -1.676 0.144
H -1.7877 0.1912 1.2065 -0.915 -0.609 2.028
H 0.2062 1.1089 -2.4849 -1.767 -0.358 1.426
H -1.6020 1.6272 -2.2736 0.515 -0.931 0.379
H -0.2870 2.4723 -1.7064 0.401 1.325 0.828
H -0.1429 -3.1833 0.6792 0.345 -0.350 -0.581
H -0.7323 -1.7072 0.8983 -0.313 0.167 -0.111
```
Positions in Å, forces in eV/Å.

Properties
LUMO energy (alpha / beta), hartree: -0.17218 / -0.30667
Gap between HOMO and LUMO (alpha / beta), eV: 8.49 / 4.80
E_HOMO (alpha / beta), eV: -13.17 / -13.15
Calculated total energy, hartree: -328.854145
Total charge: +1
Spin multiplicity: 2

Here are the Mulliken charges for atoms 1 to 4, given in e: -0.490, -0.846, 0.532, -0.658